[1]
This record from the Open Molecules 2025 dataset describes a 4-piece molecular cluster, C31H29BrN5O6P overall in a non-equilibrium geometry. The level of theory is the ωB97M-V functional and the def2-TZVPD basis.

Each line ends with the Löwdin charge.
Geometry (Å):
C1 1.17 0.87 4.05  -0.05
C2 0.98 2.37 4.09  -0.14
C3 0.02 3.03 2.90  -0.20
C4 -0.20 1.85 1.76  -0.18
C5 -1.48 0.82 1.81  -0.02
C6 -1.56 -0.33 0.64  -0.01
C7 -0.41 -0.48 -0.55  -0.14
N1 -0.61 -1.60 -1.54  0.03
C8 0.50 -1.66 -2.56  -0.36
P1 0.45 -3.05 -3.91  0.83
C9 2.20 -3.89 -3.90  -0.35
C10 -0.71 -4.39 -3.09  -0.33
C11 1.72 -0.58 -2.60  -0.07
N2 1.95 0.55 -1.64  0.04
C12 0.85 0.54 -0.61  -0.17
C13 0.94 1.71 0.58  -0.41
Br1 2.53 2.98 0.51  0.71
H1 2.20 0.34 3.87  0.07
H2 0.20 0.19 4.21  0.07
H3 1.50 3.02 4.94  0.10
H4 -1.03 3.31 3.41  0.11
H5 0.51 3.97 2.40  0.09
H6 -2.25 0.97 2.69  0.11
H7 -2.48 -1.08 0.63  0.10
H8 2.60 -3.86 -2.78  0.06
H9 2.14 -5.02 -4.28  0.06
H10 2.87 -3.29 -4.64  0.04
H11 -1.85 -4.15 -3.25  0.06
H12 -0.38 -4.47 -1.97  0.02
H13 -0.47 -5.43 -3.60  0.05
H14 2.52 -0.71 -3.48  0.11
O1 -0.91 -9.06 0.98  0.06
N3 -0.68 -7.91 0.59  -0.33
O2 -1.01 -7.47 -0.52  0.06
C14 0.04 -7.01 1.49  -0.14
C15 0.47 -7.47 2.74  0.00
C16 1.17 -6.62 3.59  -0.07
C17 1.44 -5.30 3.20  -0.07
C18 1.00 -4.84 1.95  -0.06
C19 0.30 -5.69 1.10  0.00
H15 0.26 -8.49 3.07  0.12
H16 1.51 -6.97 4.56  0.11
H17 1.99 -4.64 3.86  0.11
H18 1.21 -3.82 1.65  0.11
H19 -0.03 -5.31 0.13  0.09
O3 -8.61 1.31 0.96  0.06
N4 -8.38 0.83 -0.16  -0.33
O4 -9.25 0.58 -1.01  0.06
C20 -6.99 0.51 -0.50  -0.14
C21 -5.98 0.74 0.44  0.01
C22 -4.66 0.42 0.12  -0.07
C23 -4.35 -0.12 -1.13  -0.07
C24 -5.36 -0.33 -2.07  -0.06
C25 -6.69 -0.02 -1.76  0.00
H20 -6.20 1.16 1.42  0.12
H21 -3.87 0.59 0.85  0.06
H22 -3.32 -0.37 -1.37  0.08
H23 -5.11 -0.75 -3.04  0.11
H24 -7.46 -0.20 -2.50  0.12
O5 4.59 10.10 -2.49  0.06
N5 5.43 9.35 -1.98  -0.33
O6 6.65 9.54 -2.00  0.06
C26 4.94 8.14 -1.30  -0.14
C27 3.56 7.86 -1.29  0.00
C28 3.11 6.70 -0.66  -0.06
C29 4.01 5.83 -0.05  -0.12
C30 5.38 6.11 -0.06  -0.06
C31 5.85 7.27 -0.68  0.00
H25 2.85 8.53 -1.75  0.12
H26 2.04 6.47 -0.65  0.11
H27 3.65 4.92 0.43  -0.06
H28 6.08 5.43 0.42  0.11
H29 6.92 7.48 -0.68  0.12

Computed properties:
* maximum force: 7.5 eV/A
* E_tot: -4838.404330 Ha
* orbital gap: 6.42 eV
* SMILES: C=CCc1ccc2nc(P(C)C)cnc2c1Br.O=[N+]([O-])c1ccccc1.O=[N+]([O-])c1ccccc1.O=[N+]([O-])c1ccccc1

=====

[2]
This record from the Open Molecules 2025 dataset describes C31H29Cl2N4O9PSr as an isolated structure in a non-equilibrium geometry. The level of theory is the ωB97M-V functional and the def2-TZVPD basis.

Each line ends with the Löwdin charge.
Geometry (Å):
Sr1 1.24 -0.73 1.38  1.58
O1 2.45 -2.41 2.35  -0.22
C1 3.82 -1.98 2.20  -0.20
C2 4.05 -0.52 2.67  -0.13
N1 3.07 0.45 2.14  -0.33
C3 2.45 1.27 3.20  -0.09
C4 1.81 0.28 4.22  -0.64
O2 2.16 0.33 5.39  0.03
O3 1.03 -0.58 3.65  -0.21
C5 3.53 1.14 0.93  -0.11
C6 3.65 0.13 -0.25  -0.68
O4 4.62 0.23 -1.00  -0.01
O5 2.68 -0.71 -0.31  -0.26
H1 2.04 -1.87 3.08  0.04
H2 4.09 -2.09 1.15  0.11
H3 4.49 -2.62 2.78  0.11
H4 5.07 -0.24 2.39  0.13
H5 4.01 -0.51 3.76  0.12
H6 1.66 1.89 2.77  0.10
H7 3.16 1.93 3.71  0.12
H8 4.49 1.64 1.08  0.12
H9 2.80 1.90 0.64  0.11
N2 -1.31 1.49 -1.79  -0.09
P1 -0.91 -0.16 -1.30  1.11
C7 -0.54 -0.90 -2.96  -0.35
C8 0.76 -1.37 -3.15  -0.11
C9 1.12 -2.00 -4.34  -0.10
C10 0.18 -2.17 -5.35  -0.11
C11 -1.12 -1.69 -5.18  -0.10
C12 -1.47 -1.05 -3.99  -0.10
C13 -2.63 -0.76 -1.05  -0.35
C14 -2.98 -2.06 -1.40  -0.10
C15 -4.26 -2.54 -1.17  -0.08
C16 -5.21 -1.73 -0.56  -0.09
C17 -4.86 -0.45 -0.16  -0.07
C18 -3.58 0.02 -0.40  -0.10
C19 -0.29 2.42 -1.86  -0.41
C20 -0.55 3.80 -1.88  -0.04
C21 0.52 4.66 -1.94  -0.10
C22 1.82 4.16 -1.97  -0.09
C23 1.97 2.79 -1.94  -0.14
N3 0.95 1.93 -1.89  0.12
H10 -2.20 1.86 -1.49  0.07
H11 1.50 -1.24 -2.35  0.08
H12 2.14 -2.35 -4.47  0.10
H13 0.46 -2.67 -6.27  0.09
H14 -1.85 -1.82 -5.96  0.09
H15 -2.48 -0.68 -3.86  0.11
H16 -2.24 -2.72 -1.85  0.09
H17 -4.51 -3.56 -1.44  0.10
H18 -6.21 -2.11 -0.38  0.09
H19 -5.57 0.17 0.36  0.11
H20 -3.31 1.00 0.00  0.10
H21 -1.57 4.16 -1.84  0.11
H22 0.34 5.73 -1.95  0.10
H23 2.68 4.81 -2.00  0.09
H24 2.96 2.33 -1.96  0.11
O6 -3.46 4.12 4.13  -0.08
C24 -3.53 2.87 4.15  -0.69
O7 -4.28 2.11 4.79  -0.06
C25 -2.51 2.15 3.24  -0.10
C26 -1.56 2.88 2.52  -0.01
C27 -0.70 2.21 1.68  -0.16
N4 -0.70 0.88 1.50  -0.03
C28 -1.63 0.18 2.19  -0.20
C29 -2.53 0.78 3.06  0.06
C30 -1.69 -1.34 1.89  -0.64
O8 -2.73 -1.94 2.19  0.03
O9 -0.67 -1.81 1.28  -0.37
H25 -1.54 3.95 2.64  0.11
H26 0.03 2.76 1.09  0.10
H27 -3.26 0.17 3.57  0.13
Cl1 0.34 -3.81 -0.47  0.67
C31 0.84 -4.85 -1.74  -1.03
Cl2 2.43 -5.63 -1.44  0.47
H28 0.92 -4.26 -2.64  0.00
H29 0.10 -5.63 -1.83  0.02

Computed properties:
* maximum force: 4.4 eV/A
* total charge: -2
* ΔE to the lowest compared entry with this formula, charge and spin: 65.3 kcal/mol
* E_tot: -3387.620577 Ha
* orbital gap: 7.06 eV

=====

[3]
This record from the Open Molecules 2025 dataset describes C31H29F4N2OPPt as an isolated structure. The level of theory is the ωB97M-V functional and the def2-TZVPD basis.

Each line ends with the Löwdin charge.
Geometry (Å):
Pt1 0.41 -0.94 0.26  0.99
C1 -2.77 -2.31 -0.15  -0.09
C2 -2.49 -2.57 1.32  -0.24
N1 -1.26 -1.92 1.83  -0.24
C3 -1.56 -1.02 2.95  -0.25
C4 -2.44 0.14 2.50  -0.08
C5 -0.31 -3.00 2.20  -0.21
C6 1.01 -2.51 2.75  -0.25
N2 1.57 -1.47 1.90  -0.14
C7 2.83 -1.02 2.20  -0.16
C8 3.52 -0.05 1.41  -0.16
F1 2.94 0.53 0.35  0.05
C9 4.79 0.39 1.70  -0.23
F2 5.34 1.29 0.87  0.08
C10 5.52 -0.05 2.79  0.05
C11 4.87 -0.95 3.60  -0.23
F3 5.48 -1.41 4.70  0.08
C12 3.59 -1.41 3.34  -0.14
F4 3.09 -2.26 4.27  0.05
H1 -3.63 -2.89 -0.48  0.08
H2 -1.91 -2.57 -0.76  0.06
H3 -2.99 -1.26 -0.30  0.05
H4 -2.42 -3.65 1.49  0.11
H5 -3.34 -2.24 1.92  0.11
H6 -0.62 -0.64 3.34  0.11
H7 -2.06 -1.58 3.76  0.13
H8 -2.00 0.64 1.64  0.04
H9 -2.54 0.87 3.31  0.08
H10 -3.44 -0.18 2.22  0.07
H11 -0.14 -3.58 1.29  0.12
H12 -0.76 -3.66 2.95  0.13
H13 1.67 -3.38 2.83  0.13
H14 0.86 -2.15 3.77  0.11
H15 6.52 0.30 3.00  0.13
O1 2.47 -2.21 -1.06  0.03
C13 1.68 -1.31 -1.19  -0.50
C14 1.55 -0.63 -2.53  -0.20
C15 2.43 -0.91 -3.58  0.00
C16 2.22 -0.32 -4.81  -0.06
C17 1.14 0.54 -5.01  -0.07
C18 0.27 0.83 -3.97  -0.09
C19 0.49 0.26 -2.72  -0.31
P1 -0.42 0.52 -1.20  0.91
C20 0.03 2.20 -0.64  -0.34
C21 0.33 3.22 -1.54  -0.07
C22 0.67 4.48 -1.08  -0.07
C23 0.73 4.73 0.28  -0.08
C24 0.45 3.72 1.19  -0.07
C25 0.11 2.45 0.72  -0.11
C26 -2.15 0.71 -1.74  -0.35
C27 -2.66 -0.17 -2.70  -0.11
C28 -3.98 -0.07 -3.11  -0.07
C29 -4.81 0.90 -2.55  -0.08
C30 -4.31 1.77 -1.60  -0.07
C31 -2.98 1.68 -1.20  -0.08
H16 3.24 -1.60 -3.41  0.12
H17 2.89 -0.53 -5.63  0.11
H18 0.97 0.98 -5.98  0.11
H19 -0.58 1.49 -4.13  0.11
H20 0.30 3.03 -2.61  0.09
H21 0.91 5.26 -1.79  0.11
H22 1.00 5.72 0.64  0.10
H23 0.51 3.90 2.25  0.11
H24 -0.05 1.65 1.43  0.07
H25 -2.02 -0.94 -3.12  0.12
H26 -4.36 -0.75 -3.85  0.11
H27 -5.84 0.98 -2.87  0.10
H28 -4.95 2.53 -1.17  0.11
H29 -2.60 2.38 -0.47  0.10

Computed properties:
* maximum force: 0.5 eV/A
* ΔE to the lowest compared entry with this formula, charge and spin: 13.8 kcal/mol
* E_tot: -2243.577349 Ha
* orbital gap: 7.18 eV